Computed, not measured: a 7-piece molecular cluster, C12H39N6O6 overall, with wB97M-V/def2-TZVPD.

## Properties
- HOMO (eV) = -12.253
- lowest unoccupied orbital energy (eV) = -3.11
- net charge = +1

```
63
Properties=species:S:1:pos:R:3:forces:R:3:lowdin_charge:R:1
C -0.096989 -2.240661 -3.384155 0.26 -0.96 -0.41 -0.109
N 0.351231 -2.918572 -2.133168 -1.10 0.55 -0.35 -0.085
C -0.341389 -2.414009 -0.961747 0.31 -1.48 0.68 -0.218
N 0.369137 -1.307275 -0.298917 -0.82 0.40 -0.49 0.128
C -0.158765 -0.092943 -0.278749 -0.34 0.69 -0.04 -0.328
N -1.319930 0.350202 -0.819322 0.28 0.18 0.14 0.186
C -1.377834 1.644264 -0.486836 -0.26 -0.68 -0.28 -0.055
N -0.338681 2.024043 0.235042 -0.21 1.03 0.61 -0.043
C 0.023274 3.345617 0.804514 0.19 1.33 -1.04 -0.143
N -1.112134 4.103164 1.289625 -0.04 -0.84 0.98 -0.077
C -0.994288 4.435233 2.734069 -0.71 0.56 0.15 -0.094
N 0.446439 0.939558 0.350932 0.91 -1.26 0.27 0.169
H 0.626897 -1.498515 -3.754371 -0.45 0.01 0.37 0.072
H -1.129623 -1.855099 -3.300836 0.48 0.21 -0.05 0.081
H -0.121648 -3.039819 -4.151873 0.05 0.54 0.15 0.082
H -0.001734 -3.868663 -2.237118 0.53 -0.09 0.33 0.065
H -0.371422 -3.244510 -0.231070 0.02 0.39 -0.29 0.141
H -1.397957 -2.142606 -1.144226 0.57 0.41 0.10 0.111
H 1.243090 -1.431542 0.195560 -0.16 -0.45 -0.29 0.159
H -2.178799 2.328147 -0.764857 0.28 -0.24 0.09 0.163
H 0.810842 3.257349 1.571874 -0.34 -0.40 -0.26 0.134
H 0.479095 3.907232 -0.035926 -0.07 -0.26 0.41 0.131
H -1.989673 3.603287 1.191273 0.24 -0.03 -0.33 0.093
H -0.413529 3.706546 3.325550 0.00 0.33 -0.32 0.062
H -2.006303 4.452260 3.177581 0.42 0.03 -0.26 0.094
H -0.601550 5.456514 2.834620 0.20 -0.54 0.18 0.094
H 1.333675 0.891312 0.836900 -0.16 0.58 0.03 0.177
C -2.399251 -6.577482 -2.737449 -0.04 0.13 -0.18 -0.130
O -1.548187 -5.482024 -2.394069 0.17 0.31 0.09 -0.149
H -2.251701 -7.367380 -2.005804 0.07 0.09 0.03 0.083
H -3.443699 -6.260826 -2.718852 -0.03 -0.13 -0.01 0.081
H -2.143627 -6.954107 -3.729370 -0.08 -0.10 0.03 0.083
H -1.687159 -4.788846 -3.048424 -0.16 -0.19 -0.05 0.059
C 3.727504 2.013797 -1.209766 -0.26 0.04 -0.10 -0.134
O 2.846401 3.046831 -0.768017 -0.07 -0.13 0.28 -0.129
H 4.749809 2.336704 -1.034136 -0.07 0.05 0.05 0.089
H 3.541616 1.091024 -0.649470 0.17 -0.09 -0.06 0.062
H 3.586801 1.830259 -2.276695 0.13 -0.10 0.01 0.085
H 1.949211 2.744372 -0.934224 0.11 0.12 -0.28 0.027
C 2.177891 0.117954 4.093656 -0.30 0.19 -0.21 -0.139
O 1.808288 1.497299 4.145947 0.02 0.06 -0.02 -0.126
H 2.787840 -0.108703 4.963262 -0.01 0.09 -0.02 0.089
H 1.281281 -0.507088 4.109003 0.11 -0.16 0.04 0.080
H 2.758070 -0.079301 3.186258 0.10 -0.16 0.09 0.069
H 1.269013 1.681643 3.371511 -0.03 0.04 0.15 0.031
C 0.118701 5.076291 6.447815 0.11 -0.25 -0.11 -0.147
O 0.991552 4.851885 5.343400 -0.11 -0.04 -0.13 -0.141
H 0.053120 6.147601 6.621566 0.05 -0.02 -0.07 0.082
H -0.879121 4.686414 6.226438 -0.07 0.07 0.16 0.072
H 0.512405 4.590783 7.343267 -0.13 0.07 0.09 0.080
H 1.039014 3.898685 5.207326 0.21 0.07 0.11 0.046
C 2.883719 -2.907456 -6.354934 0.00 -0.03 0.37 -0.159
O 2.555667 -4.066307 -5.597211 -0.12 -0.01 -0.01 -0.131
H 2.894118 -3.168343 -7.410251 -0.03 -0.10 0.06 0.081
H 2.134941 -2.127514 -6.186582 0.09 0.13 -0.15 0.065
H 3.872627 -2.543815 -6.064541 -0.01 0.15 -0.17 0.077
H 2.554332 -3.807389 -4.669848 0.04 -0.14 -0.05 0.061
C -4.306129 -1.088029 0.475305 -0.36 -0.01 0.28 -0.180
O -5.123991 -2.053720 1.116330 0.12 0.01 -0.04 -0.113
H -3.568649 -1.608148 -0.132471 -0.06 -0.05 0.02 0.054
H -4.913995 -0.446406 -0.168670 0.18 0.10 -0.09 0.080
H -3.789494 -0.479312 1.225238 0.13 0.11 -0.14 0.067
H -5.770350 -1.579858 1.650090 0.00 -0.15 -0.04 0.080
```
Forces are in eV/Å.

---

Computed, not measured: C12H40AsF6O8 as an isolated structure, with wB97M-V/def2-TZVPD.

## Properties
- spin multiplicity = 2
- expectation value of S² = 0.752
- HOMO (alpha / beta) (eV) = 1.863 / -4.496
- lowest unoccupied orbital energy (alpha / beta) (eV) = 4.90 / 4.85
- energy relative to the best compared isomer or geometry (same formula, charge and spin) (kJ/mol) = 0.0
- net charge = -2

```
67
Properties=species:S:1:pos:R:3:forces:R:3:lowdin_charge:R:1
As 0.776686 0.555943 0.614196 -0.20 -0.76 -0.38 0.872
F -0.067804 2.064633 1.119826 -0.95 1.70 0.49 -0.360
F -0.734634 -0.053537 -0.188044 -1.22 -0.35 -0.48 -0.357
F 1.598496 -0.965487 0.125526 0.83 -1.20 -0.56 -0.361
F 2.278546 1.115173 1.375446 1.83 0.82 0.88 -0.352
F 0.317336 -0.260717 2.159206 -0.58 -0.78 1.48 -0.358
F 1.317706 1.304993 -0.941604 0.44 0.79 -1.53 -0.359
O -2.994214 0.025503 2.370656 -0.55 -0.11 0.19 -0.053
H -2.714264 0.379433 3.214816 0.19 0.01 0.18 0.044
H -2.295054 0.269783 1.764246 0.75 0.16 -0.39 0.015
O 4.254216 3.208383 0.591766 0.72 0.46 -0.14 -0.085
H 3.595376 2.585683 0.899026 -0.66 -0.74 0.11 -0.018
H 3.873296 4.068243 0.769986 -0.16 0.11 0.01 0.009
O -1.158484 -1.333857 -3.215694 -0.81 -0.44 -0.49 -0.082
H -1.638954 -0.938287 -2.488434 -0.02 0.25 0.34 0.003
H -0.241214 -1.124757 -3.039294 0.68 0.11 0.18 -0.025
O -0.941074 4.681753 1.350836 -0.46 0.93 0.17 -0.089
H -0.576714 3.834703 1.093966 0.26 -1.05 -0.05 -0.029
H -0.248224 5.311413 1.151536 0.16 0.08 -0.05 0.007
C 4.049176 -1.459607 -2.841504 -0.20 -0.11 -0.62 -0.045
C 2.758646 -1.166637 -3.588954 -3.01 -1.31 -0.19 -0.429
C 2.358516 -2.165717 -4.690524 0.85 -0.49 -0.09 -0.075
O 1.594656 -1.265387 -2.707504 1.02 -0.09 -0.65 -0.108
H 4.677676 -2.175427 -3.371294 0.31 0.41 -0.64 0.061
H 3.850966 -2.052297 -1.948454 -0.29 0.73 0.43 0.084
H 4.538686 -0.497477 -2.690534 0.38 -0.41 0.56 0.079
H 2.631986 -0.206177 -4.088524 0.93 0.47 0.32 0.127
H 3.122606 -2.213657 -5.466394 0.10 0.28 -0.29 0.060
H 1.394316 -1.939347 -5.145694 0.06 0.29 0.16 0.076
H 2.297426 -3.193207 -4.331894 -0.08 -0.01 0.45 0.073
H 1.810706 -0.919117 -1.838594 -0.09 0.29 0.71 0.032
C -1.489644 3.062813 -2.242244 -1.48 0.47 0.90 -0.056
C -0.628084 3.124593 -3.445874 1.66 0.29 -0.64 -0.491
C 0.464866 4.239973 -3.489044 -0.32 -0.59 0.39 -0.055
O -0.013794 1.849893 -3.537424 0.09 0.17 -1.47 -0.070
H -1.203734 2.237363 -1.590334 0.18 0.26 0.15 0.068
H -2.505534 2.837373 -2.566654 -0.18 -0.16 0.07 0.074
H -1.577334 3.990733 -1.677104 0.23 0.07 0.14 0.069
H -1.224584 3.302643 -4.340624 -0.15 -0.43 -0.17 0.120
H 0.070766 5.155053 -3.046974 0.16 0.15 -0.03 0.060
H 0.832226 4.432453 -4.497064 -0.30 0.00 -0.20 0.057
H 1.348306 3.901333 -2.947794 -0.09 0.11 0.42 0.070
H 0.575266 1.803553 -2.780814 0.25 -0.48 0.61 0.039
C -2.568344 -2.815367 0.678396 0.37 0.06 0.46 -0.068
C -3.607814 -2.246397 -0.238924 -1.19 -0.06 -2.30 -0.475
C -4.964424 -3.000697 -0.272044 0.50 0.77 0.91 -0.073
O -3.837614 -0.804617 -0.157604 0.24 -2.07 0.09 -0.056
H -2.195074 -3.791197 0.367716 -0.40 -0.20 -0.37 0.075
H -2.921084 -2.949617 1.700966 0.14 0.39 0.22 0.076
H -1.684044 -2.183957 0.592196 -0.02 0.26 0.51 0.070
H -3.232734 -2.474847 -1.236524 0.37 0.69 -0.31 0.116
H -5.462554 -2.733157 0.659836 -0.25 -0.55 0.28 0.066
H -4.764124 -4.066707 -0.379794 -0.23 -0.11 0.21 0.065
H -5.643994 -2.670537 -1.057714 0.35 0.12 -0.25 0.062
H -3.724904 -0.645687 0.782406 -0.10 0.62 0.35 0.017
C 0.739906 -0.389537 6.805216 0.75 -0.23 0.43 -0.072
C 0.922756 -0.947527 5.403766 -1.12 -0.32 0.33 -0.517
C 1.318326 -2.408837 5.333206 0.56 0.55 0.87 -0.068
O -0.366144 -0.910397 4.823666 -0.08 0.69 -0.14 -0.076
H 0.550146 0.682623 6.855926 0.03 0.02 -0.44 0.072
H 1.669936 -0.576617 7.342006 0.11 0.08 0.31 0.064
H -0.064794 -0.862347 7.368246 -0.09 -0.30 -0.23 0.072
H 1.690566 -0.376327 4.881936 -0.25 0.42 -0.33 0.137
H 2.224736 -2.512267 5.929706 0.24 -0.53 -0.04 0.065
H 1.512376 -2.671877 4.293376 -0.10 -0.19 0.10 0.083
H 0.494886 -2.968847 5.776426 0.16 -0.32 -0.15 0.079
H -0.221104 -1.087957 3.891446 -0.28 0.32 -0.86 0.045
```
Forces are in eV/Å.

---

Computed, not measured: C12H40N14O14Zn as an isolated structure, with wB97M-V/def2-TZVPD.

## Properties
- HOMO (eV) = -9.017
- lowest unoccupied orbital energy (eV) = -2.49
- energy relative to the best compared isomer or geometry (same formula, charge and spin) (kJ/mol) = 40.4
- net charge = 0

```
81
Properties=species:S:1:pos:R:3:forces:R:3:lowdin_charge:R:1
Zn 26.115718 12.595081 20.956233 1.17 1.06 1.81 1.010
C 25.466179 13.947900 22.984407 -0.77 0.89 -0.16 -0.869
O 24.748402 12.991659 22.496735 -1.49 -1.94 -0.15 -0.115
O 25.196431 14.649439 23.972559 -0.40 -0.54 0.32 -0.020
O 26.460442 14.156053 22.247419 3.29 1.08 -1.70 -0.115
C 24.760432 8.778891 23.135572 0.24 0.39 -3.10 -0.748
O 25.479562 8.254482 22.286348 0.67 0.43 -0.25 0.003
N 24.209191 10.004402 22.994528 -0.30 0.32 -0.20 0.168
N 24.410212 8.150749 24.222193 -0.63 -1.08 2.54 0.183
H 23.553672 10.335890 23.686640 -0.03 0.44 -0.19 0.080
H 24.271637 10.471354 22.107937 -0.10 -0.12 0.20 0.090
H 24.794563 7.227891 24.339776 -0.35 0.05 0.22 0.127
H 23.592339 8.486384 24.704523 0.23 -0.48 0.47 0.123
C 27.992301 10.345819 21.915873 0.97 -1.42 0.40 -0.640
O 27.257511 11.339964 21.903387 -1.28 -0.40 0.32 -0.045
N 28.465670 9.790626 23.025864 -0.69 1.39 1.82 0.228
N 28.399277 9.671962 20.830216 0.02 0.19 -2.18 0.188
H 29.301097 9.238996 23.114705 -0.25 -0.27 -0.35 0.136
H 28.102034 10.199093 23.879543 0.49 0.14 0.25 0.098
H 29.388789 9.498972 20.750559 -0.12 -0.37 -0.03 0.119
H 27.928923 9.920664 19.973108 0.34 0.09 -0.06 0.110
C 22.718885 17.627600 21.449649 -2.09 1.55 0.42 -0.734
O 22.363461 18.782536 21.226482 0.87 0.28 -0.30 0.005
N 23.882229 17.265344 21.980418 1.96 0.17 -0.12 0.182
N 21.835915 16.637771 21.306410 -0.28 -1.10 -0.29 0.165
H 24.507343 18.041678 22.127713 0.18 -0.37 0.36 0.114
H 23.988697 16.390338 22.464820 0.11 0.23 0.17 0.077
H 22.183450 15.693858 21.377615 -0.83 -0.33 -0.10 0.067
H 20.927432 16.939131 21.000007 0.04 -0.52 -0.08 0.113
C 25.592482 11.525490 26.193095 -1.49 0.48 0.74 -0.685
O 25.360124 10.779820 27.135988 0.63 -0.24 -0.15 0.020
N 25.333241 12.858138 26.256902 0.37 0.10 0.69 0.175
N 25.971474 11.118682 24.968418 1.00 -0.64 -0.10 0.181
H 24.978878 13.123807 27.160456 -0.17 0.33 -0.29 0.104
H 25.206239 13.415309 25.422441 -0.11 0.14 0.41 0.049
H 25.966203 11.783793 24.215662 -0.06 -0.52 -0.28 0.066
H 25.921783 10.120957 24.849592 -0.02 0.18 -0.41 0.082
C 29.141086 13.541480 19.757255 0.44 -0.13 0.49 -0.633
O 28.033386 13.060827 20.054032 -0.63 -0.25 -0.73 -0.035
N 30.094007 12.795832 19.139349 -0.45 -1.56 -1.05 0.171
N 29.545933 14.731828 20.149274 0.04 0.72 -0.01 0.223
H 30.921245 13.136052 18.675961 -0.11 0.57 0.36 0.113
H 29.695771 12.019843 18.630502 0.08 -0.10 0.15 0.106
H 28.897721 15.319561 20.649375 -0.02 0.47 0.06 0.083
H 30.403399 15.099914 19.773321 -0.09 0.23 0.32 0.129
C 27.947528 17.363267 22.204773 0.60 2.01 -0.06 -0.727
O 28.676485 18.350386 22.175761 -0.25 -0.49 -0.08 0.029
N 27.483774 16.763033 23.288942 0.28 -0.48 2.37 0.185
N 27.392233 16.785665 21.135481 -0.19 -1.22 -3.01 0.137
H 27.814943 17.126599 24.169629 -0.17 -0.38 0.11 0.120
H 27.090224 15.837404 23.176057 -0.22 0.25 0.51 0.048
H 26.903036 15.908219 21.241215 -0.34 0.28 0.02 0.065
H 27.421190 17.204602 20.220966 0.15 0.16 0.22 0.121
C 29.192886 12.773432 24.754422 -0.72 -0.92 -0.43 -0.713
O 29.651736 11.804836 25.339878 0.30 0.24 0.57 0.021
N 29.306615 12.924013 23.423022 0.90 0.29 -0.96 0.163
N 28.355076 13.701725 25.239302 -0.39 0.56 2.24 0.187
H 28.596808 13.527733 23.041238 0.16 -0.43 -0.94 0.066
H 29.712749 12.122345 22.971388 -0.28 0.33 -0.42 0.092
H 28.257226 13.733731 26.242924 -0.22 0.08 -0.13 0.118
H 28.037946 14.509293 24.732846 0.26 -0.04 -0.04 0.073
C 23.999056 17.213514 26.422553 0.48 -0.60 -1.60 -0.196
C 25.050106 16.328727 27.051999 0.24 -0.24 0.64 -0.236
O 26.188898 16.127746 26.207507 -0.26 0.22 0.11 -0.086
O 23.470500 16.550413 25.242577 -0.10 0.39 0.81 -0.090
H 24.541504 18.104493 26.097598 -0.31 0.36 0.09 0.117
H 23.138681 17.459048 27.041351 0.22 -0.05 0.23 0.121
H 24.615776 15.365330 27.328684 -0.08 -0.08 -0.01 0.105
H 25.452581 16.773212 27.962989 -0.12 0.12 0.02 0.121
H 25.939806 15.531467 25.491306 -0.01 -0.06 -0.10 0.009
H 24.186560 16.037320 24.853922 -0.07 0.00 -0.21 0.011
C 21.311722 12.609848 24.114418 -1.73 -0.33 0.34 -0.245
C 21.486892 13.943140 23.437788 -0.50 -0.06 -0.49 -0.218
O 22.242056 13.726871 22.240241 0.21 0.56 0.32 -0.098
O 22.521787 12.029771 24.532196 0.52 -0.01 -0.21 -0.065
H 20.753803 11.947854 23.443677 0.34 -0.16 -0.34 0.118
H 20.659273 12.644531 24.990872 0.11 0.47 0.14 0.123
H 21.867394 14.687736 24.141971 0.63 0.06 -0.24 0.115
H 20.560157 14.361092 23.042873 -0.33 -0.27 0.46 0.122
H 23.133352 13.427391 22.486901 0.05 0.11 -0.38 0.005
H 23.206475 12.473191 24.018871 0.45 -0.22 0.21 0.037
```
Forces are in eV/Å.

---

Strongest force on any atom, respectively: 0.0331 0.0639 0.0751 Eh/bohr.
Calculated total energy, respectively: -1260.18831 -3918.21894 -4080.81119 hartree.